C3H6N4O2 | ωB97M-V with the def2-TZVPD basis set

Properties
HOMO (eV): -9.47
Gap between HOMO and LUMO (eV): 10.2
ΔE to the lowest compared entry with this formula, charge and spin (kJ/mol): 543.5

The geometry in ORCA input format:
```
! RIJCOSX wB97M-V def2-TZVPD def2/J DEFGRID3
* xyz 0 1
N 2.250 -0.576 1.394
C 1.068 -0.427 1.577
N -0.131 -0.341 1.473
C -1.253 0.481 1.190
C -1.447 0.386 -0.344
N -0.185 0.769 -1.035
N 0.349 -0.165 -1.658
O 0.048 -1.355 -1.813
O 1.558 0.223 -2.114
H 2.850 -0.351 2.182
H -0.989 1.565 1.389
H -2.026 -0.116 1.667
H -1.737 -0.590 -0.669
H -2.199 1.145 -0.674
H 1.844 -0.650 -2.563
*
```

These are the Mulliken partial charges, in e, on atoms 1 to 4: -0.557, 0.501, -0.370, -0.387